# 1
Here is a 3-piece molecular cluster, C32H74N2OP2 overall at a distorted geometry from OMol25. Energies are from ωB97M-V/def2-TZVPD.

Its highest occupied orbital energy is -8.178 eV. The value obtained for the largest force on an atom is 3.11 eV/A. As for the spin multiplicity: 1. The value obtained for the orbital gap is 8.665 eV. The calculation puts the energy at -2130.98916 a.u. As for the SMILES: CCCCCCCCCCCCCCCCCCCCP[PH2]=O.CCN(CC)CC.CCN(CC)CC. As for the LUMO energy: 0.49 eV.

Last column: Löwdin charge in e.
CARTESIAN COORDINATES (ANGSTROEM)
C1 -4.129 6.630 1.953  -0.110
C2 -3.542 6.360 3.402  -0.242
C3 -2.505 5.176 3.270  -0.232
C4 -1.223 5.717 2.548  -0.216
C5 0.045 4.794 2.651  -0.196
C6 -0.255 3.259 2.823  -0.203
C7 0.852 2.430 2.061  -0.215
C8 1.367 1.197 2.909  -0.212
C9 2.247 0.280 1.987  -0.222
C10 2.018 -1.258 2.223  -0.219
C11 3.176 -2.138 1.606  -0.199
C12 2.658 -3.535 1.100  -0.209
C13 2.529 -3.633 -0.458  -0.222
C14 3.812 -4.162 -1.166  -0.198
C15 3.726 -4.276 -2.738  -0.198
C16 2.401 -3.757 -3.385  -0.214
C17 2.541 -3.504 -4.944  -0.205
C18 2.411 -4.809 -5.786  -0.209
C19 0.962 -5.391 -5.893  -0.285
C20 -0.186 -4.311 -6.033  -0.455
P1 -1.514 -4.965 -7.230  0.701
P2 -2.634 -6.554 -6.223  0.431
O1 -3.050 -7.562 -7.292  -0.556
H1 -5.237 6.584 1.976  0.067
H2 -3.794 7.648 1.643  0.064
H3 -3.698 5.934 1.201  0.063
H4 -4.342 6.056 4.111  0.094
H5 -3.063 7.266 3.834  0.091
H6 -2.983 4.437 2.588  0.100
H7 -2.249 4.711 4.244  0.110
H8 -0.966 6.704 3.005  0.100
H9 -1.473 5.934 1.485  0.102
H10 0.635 4.929 1.722  0.097
H11 0.638 5.136 3.524  0.110
H12 -0.172 3.035 3.912  0.106
H13 -1.268 2.948 2.503  0.101
H14 1.743 3.054 1.818  0.108
H15 0.450 2.013 1.109  0.105
H16 0.525 0.675 3.407  0.108
H17 2.045 1.644 3.677  0.111
H18 1.982 0.504 0.933  0.101
H19 3.324 0.483 2.182  0.112
H20 1.034 -1.550 1.788  0.109
H21 1.926 -1.399 3.324  0.109
H22 3.960 -2.233 2.389  0.110
H23 3.531 -1.580 0.713  0.100
H24 1.626 -3.648 1.515  0.098
H25 3.235 -4.391 1.524  0.107
H26 2.325 -2.604 -0.837  0.104
H27 1.674 -4.308 -0.697  0.104
H28 4.662 -3.471 -0.940  0.110
H29 4.142 -5.154 -0.778  0.107
H30 4.566 -3.734 -3.231  0.104
H31 3.856 -5.352 -3.010  0.105
H32 1.575 -4.461 -3.148  0.098
H33 2.121 -2.763 -2.963  0.103
H34 1.817 -2.709 -5.205  0.091
H35 3.588 -3.140 -5.075  0.106
H36 3.106 -5.597 -5.411  0.110
H37 2.762 -4.576 -6.822  0.110
H38 0.705 -6.060 -5.042  0.092
H39 0.932 -6.037 -6.801  0.077
H40 0.155 -3.315 -6.364  0.057
H41 -0.717 -4.269 -5.052  0.066
H42 -0.861 -5.653 -8.308  -0.070
H43 -3.746 -5.968 -5.554  -0.019
H44 -1.826 -7.162 -5.198  -0.037
C21 -3.429 -9.651 1.081  -0.092
C22 -2.545 -8.623 0.387  -0.276
N1 -1.774 -9.174 -0.716  -0.197
C23 -0.725 -8.284 -1.188  -0.247
C24 -1.150 -6.954 -1.815  -0.083
C25 -2.538 -9.848 -1.757  -0.244
C26 -3.626 -9.046 -2.474  -0.080
H45 -2.847 -10.513 1.410  0.080
H46 -3.894 -9.203 1.962  0.072
H47 -4.235 -10.002 0.432  0.064
H48 -1.849 -8.237 1.137  0.117
H49 -3.167 -7.774 0.070  0.099
H50 -0.090 -8.823 -1.898  0.112
H51 -0.068 -8.062 -0.340  0.109
H52 -1.557 -7.093 -2.818  0.026
H53 -0.280 -6.299 -1.915  0.057
H54 -1.886 -6.424 -1.210  0.070
H55 -3.005 -10.734 -1.316  0.102
H56 -1.847 -10.252 -2.502  0.115
H57 -4.251 -8.476 -1.785  0.069
H58 -4.285 -9.729 -3.017  0.076
H59 -3.205 -8.361 -3.210  0.036
C27 -0.510 9.602 1.002  -0.087
C28 -0.588 10.256 2.374  -0.275
N2 0.587 10.017 3.196  -0.197
C29 0.399 10.382 4.593  -0.253
C30 0.160 11.857 4.921  -0.089
C31 1.863 10.405 2.611  -0.249
C32 2.039 11.864 2.184  -0.085
H60 -0.308 8.532 1.087  0.067
H61 -1.462 9.724 0.480  0.073
H62 0.262 10.053 0.375  0.065
H63 -1.459 9.832 2.885  0.111
H64 -0.791 11.328 2.247  0.100
H65 1.255 10.026 5.173  0.111
H66 -0.454 9.809 4.974  0.107
H67 1.075 12.442 4.839  0.055
H68 -0.185 11.953 5.954  0.071
H69 -0.602 12.307 4.282  0.067
H70 2.041 9.773 1.736  0.101
H71 2.667 10.138 3.303  0.114
H72 1.180 12.244 1.629  0.067
H73 2.910 11.949 1.528  0.072
H74 2.219 12.520 3.035  0.054


# 2
Here is C8H19NNaO6 as an isolated structure at a distorted geometry from OMol25. Energies are from ωB97M-V/def2-TZVPD.

Its highest occupied orbital energy is -1.379 eV. The energy above the lowest of the compared OMol25 structures with the same formula, charge and spin is 0.000 eV. The value obtained for the largest force on an atom is 5.34 eV/A. The total charge is -1. As for the spin multiplicity: 1. The value obtained for the orbital gap is 3.293 eV. The calculation puts the energy at -984.68868 a.u. As for the LUMO energy: 1.91 eV.

Last column: Löwdin charge in e.
CARTESIAN COORDINATES (ANGSTROEM)
Na1 1.897 0.425 0.320  0.469
C1 3.555 0.064 -1.984  -1.087
O1 2.728 1.001 -1.931  -0.160
O2 4.153 -0.202 -3.092  -0.188
O3 3.801 -0.620 -0.975  -0.160
C2 0.961 1.725 3.690  -0.092
O4 0.820 1.597 2.259  -0.215
C3 -0.408 2.316 1.739  -0.149
C4 -0.361 2.299 0.246  -0.191
N1 -0.416 0.903 -0.303  -0.045
C5 -1.605 0.125 0.197  -0.173
C6 -2.109 -0.871 -0.912  -0.168
O5 -2.490 -0.004 -2.031  -0.183
C7 -3.131 -0.847 -2.975  -0.121
H1 1.696 1.026 4.088  0.086
H2 0.004 1.557 4.184  0.083
H3 1.360 2.703 3.960  0.082
H4 -0.430 3.318 2.167  0.123
H5 -1.307 1.777 2.036  0.098
H6 0.460 2.828 -0.237  0.129
H7 -1.164 2.855 -0.238  0.121
H8 -0.549 1.041 -1.294  0.108
H9 -2.322 0.668 0.813  0.098
H10 -1.155 -0.470 0.991  0.107
H11 -2.863 -1.476 -0.408  0.116
H12 -1.245 -1.507 -1.107  0.121
H13 -3.987 -1.342 -2.516  0.076
H14 -2.394 -1.625 -3.173  0.088
H15 -3.487 -0.405 -3.906  0.086
C8 1.477 -3.523 0.186  -0.137
O6 1.586 -2.141 -0.136  -0.165
H16 2.239 -3.927 -0.480  0.089
H17 1.799 -3.649 1.220  0.065
H18 0.421 -3.739 0.023  0.070
H19 2.465 -1.879 -0.419  0.021


# 3
Here is C32H45GeIrN2O3PS7Se as an isolated structure from OMol25. Energies are from ωB97M-V/def2-TZVPD.

Its highest occupied orbital energy (alpha / beta) is -13.074 / -13.073 eV. The energy above the lowest of the compared OMol25 structures with the same formula, charge and spin is 2.722 eV. The value obtained for the largest force on an atom is 0.59 eV/A. The total charge is +2. As for the spin multiplicity: 2. The value obtained for the orbital gap (alpha / beta) is 6.806 / 5.873 eV. The calculation puts the energy at -9292.47131 a.u. As for the LUMO energy (alpha / beta): -6.27 / -7.20 eV. The expectation value of S² is 0.754.

Last column: Löwdin charge in e.
CARTESIAN COORDINATES (ANGSTROEM)
Ir1 -1.157 -0.855 0.465  1.144
C1 -1.802 -3.653 -1.494  -0.045
C2 -2.231 -3.628 -0.070  -0.600
N1 -2.077 -2.614 0.752  -0.216
C3 -2.508 -2.880 2.034  -0.352
C4 -3.027 -4.113 2.193  -0.264
S1 -2.958 -4.957 0.706  1.183
C5 -2.255 -1.811 2.958  -0.337
C6 -2.379 -1.726 4.298  -0.266
S2 -1.786 -0.214 4.831  1.193
C7 -1.386 0.242 3.249  -0.586
N2 -1.706 -0.688 2.372  -0.145
C8 -0.769 1.549 2.909  -0.069
H1 -1.338 -2.704 -1.757  0.061
H2 -2.655 -3.823 -2.151  0.092
H3 -1.086 -4.456 -1.656  0.082
H4 -3.433 -4.570 3.081  0.102
H5 -2.759 -2.458 4.991  0.103
H6 -0.675 2.178 3.792  0.094
H7 -1.387 2.058 2.164  0.058
H8 0.222 1.386 2.484  0.050
C9 2.839 -2.872 3.642  -0.073
C10 3.896 -2.080 2.905  -0.402
C11 5.043 -2.944 2.423  -0.039
O1 3.313 -1.297 1.801  -0.294
P1 2.455 -1.730 0.565  -0.084
S3 2.431 -0.360 -0.792  0.359
S4 0.555 -2.210 1.287  0.477
O2 3.138 -3.071 0.120  -0.297
C12 3.009 -3.808 -1.140  -0.424
C13 1.569 -3.955 -1.567  -0.089
C14 3.676 -5.139 -0.896  -0.032
H9 3.294 -3.326 4.523  0.098
H10 2.446 -3.676 3.015  0.070
H11 2.012 -2.240 3.966  0.065
H12 4.284 -1.294 3.549  0.145
H13 4.680 -3.847 1.936  0.072
H14 5.646 -3.232 3.285  0.097
H15 5.676 -2.396 1.726  0.096
H16 3.564 -3.235 -1.884  0.144
H17 0.999 -4.443 -0.777  0.068
H18 1.528 -4.563 -2.472  0.103
H19 1.121 -2.983 -1.782  0.042
H20 3.130 -5.708 -0.141  0.094
H21 4.700 -4.999 -0.553  0.089
H22 3.700 -5.715 -1.821  0.095
O3 -1.335 0.732 -0.730  -0.489
C15 -2.318 0.915 -1.752  -0.579
C16 -3.288 -0.257 -1.735  -0.480
C17 -3.704 -1.094 -2.717  -0.093
C18 -4.734 -1.992 -2.276  -0.158
C19 -5.056 -1.819 -0.970  -0.369
S5 -4.170 -0.526 -0.266  1.061
C20 -3.157 2.153 -1.490  -0.528
C21 -4.297 2.528 -2.129  -0.135
C22 -4.865 3.720 -1.591  -0.144
C23 -4.149 4.209 -0.547  -0.373
S6 -2.785 3.232 -0.211  1.060
C24 -1.592 0.980 -3.078  -0.496
C25 -0.607 0.127 -3.482  -0.140
C26 -0.110 0.432 -4.779  -0.158
C27 -0.738 1.510 -5.323  -0.380
S7 -1.915 2.165 -4.274  1.102
H23 -3.303 -1.080 -3.721  0.131
H24 -5.218 -2.712 -2.921  0.118
H25 -5.799 -2.346 -0.391  0.081
H26 -4.730 1.973 -2.950  0.127
H27 -5.769 4.178 -1.965  0.116
H28 -4.350 5.082 0.053  0.077
H29 -0.241 -0.686 -2.865  0.096
H30 0.675 -0.116 -5.279  0.112
H31 -0.572 1.957 -6.291  0.077
C28 2.541 4.349 2.631  -0.209
Ge1 2.042 5.150 0.933  0.784
C29 3.461 4.991 -0.380  -0.213
C30 1.267 6.917 1.071  -0.201
C31 0.464 4.032 0.284  -0.571
Se1 0.899 2.223 -0.050  1.058
C32 1.330 2.478 -1.913  -0.307
H32 3.419 4.854 3.033  0.033
H33 2.792 3.295 2.497  0.017
H34 1.737 4.438 3.362  0.025
H35 4.311 5.595 -0.061  0.036
H36 3.147 5.354 -1.359  0.032
H37 3.804 3.958 -0.466  0.025
H38 2.022 7.622 1.423  0.035
H39 0.438 6.924 1.778  0.030
H40 0.909 7.260 0.101  0.033
H41 0.081 4.480 -0.633  0.035
H42 -0.291 4.091 1.066  0.002
H43 2.082 3.263 -1.970  0.034
H44 0.412 2.778 -2.418  0.040
H45 1.708 1.549 -2.323  -0.022


Question: Which of these has the highest spin multiplicity?
Answer: C32H45GeIrN2O3PS7Se


Question: Which of these has the highest spin multiplicity?
Answer: C32H45GeIrN2O3PS7Se